Molecular formula: C45H88N8O7
Method: DFT, wB97M-V/def2-TZVPD

Each line ends with the Löwdin charge.
CARTESIAN COORDINATES (ANGSTROEM)
C (6.16438, 9.52686, 16.52905)  -0.036
N (5.77135, 8.16732, 16.14427)  -0.167
C (6.74012, 7.11899, 16.28729)  -0.055
C (4.52618, 7.78692, 15.68674)  -0.335
O (4.18045, 6.70432, 15.25401)  -0.006
H (6.91454, 9.85559, 15.84599)  0.077
H (6.67310, 9.61847, 17.52033)  0.079
H (5.30667, 10.15732, 16.56977)  0.064
H (7.07665, 7.01579, 17.31133)  0.078
H (6.20559, 6.23129, 16.01276)  0.071
H (7.63228, 7.21716, 15.65308)  0.100
H (3.77775, 8.58106, 15.65944)  0.126
C (2.40215, 10.61427, 27.16494)  -0.070
N (3.02914, 9.37802, 26.79687)  -0.189
C (2.76332, 8.13945, 27.58039)  -0.018
C (3.79777, 9.36320, 25.64329)  -0.308
O (4.32112, 8.36001, 25.16466)  -0.039
H (2.91695, 11.44428, 26.62147)  0.105
H (2.69890, 10.75604, 28.20291)  0.086
H (1.32925, 10.61218, 27.04046)  0.081
H (3.38768, 7.28347, 27.25121)  0.087
H (3.11354, 8.39790, 28.59882)  0.094
H (1.70159, 7.96541, 27.51383)  0.074
H (4.02601, 10.29961, 25.20489)  0.115
C (1.02089, 11.45682, 19.55977)  -0.047
N (2.38255, 11.22754, 20.06300)  -0.190
C (3.42221, 10.80341, 19.11630)  -0.035
C (2.64407, 11.13921, 21.33262)  -0.398
O (3.74888, 11.01238, 21.84694)  -0.013
H (0.62529, 10.42759, 19.27821)  0.093
H (1.16996, 12.09553, 18.67456)  0.089
H (0.31836, 11.90217, 20.28756)  0.090
H (3.87489, 11.58770, 18.51592)  0.080
H (4.25488, 10.43378, 19.78257)  0.081
H (3.00414, 10.06024, 18.42028)  0.086
H (1.69465, 11.28050, 21.88147)  0.132
C (7.38751, 1.31029, 18.15698)  -0.160
C (8.67031, 1.42327, 17.31299)  -0.143
C (9.25879, 2.69162, 17.97808)  -0.244
O (8.19682, 3.60404, 18.13306)  -0.149
C (7.21511, 2.68671, 18.74680)  -0.201
H (7.54904, 0.63404, 19.01166)  0.120
H (6.53359, 1.01519, 17.56679)  0.101
H (8.56669, 1.53249, 16.24707)  0.105
H (9.32019, 0.60281, 17.55269)  0.099
H (10.24955, 3.04612, 17.61530)  0.137
H (9.43245, 2.31538, 19.00183)  0.093
H (6.21157, 3.14501, 18.66986)  0.082
H (7.40784, 2.84314, 19.86517)  0.115
C (6.65912, 3.22768, 26.23050)  -0.145
C (5.44423, 4.11759, 26.50417)  -0.155
C (5.89063, 5.42301, 25.72257)  -0.172
O (6.64509, 4.95467, 24.62586)  -0.176
C (7.14035, 3.69015, 24.80235)  -0.237
H (6.37291, 2.11589, 26.31698)  0.134
H (7.32106, 3.58447, 27.02703)  0.106
H (5.39651, 4.41698, 27.52933)  0.095
H (4.53945, 3.70506, 26.13937)  0.088
H (6.55939, 5.99348, 26.43162)  0.129
H (5.08263, 6.08178, 25.40280)  0.092
H (8.24073, 3.77833, 24.71356)  0.111
H (6.68783, 2.96556, 24.06596)  0.111
C (3.37062, 1.71963, 22.63415)  -0.156
C (1.86717, 2.05196, 22.79755)  -0.135
C (1.81153, 3.55555, 22.64121)  -0.202
O (3.12333, 3.99906, 22.96733)  -0.170
C (3.97926, 3.03319, 22.35939)  -0.215
H (3.52416, 0.92200, 21.94138)  0.107
H (3.65670, 1.33070, 23.58595)  0.098
H (1.48803, 1.70928, 23.75497)  0.108
H (1.27504, 1.54209, 22.03860)  0.110
H (1.16788, 4.03911, 23.36076)  0.085
H (1.53864, 3.85949, 21.61608)  0.125
H (4.99553, 3.27990, 22.76533)  0.122
H (3.92636, 3.20765, 21.23117)  0.111
C (4.84167, 5.89548, 20.46673)  -0.136
C (5.44527, 6.33328, 21.79257)  -0.141
C (5.61034, 7.82287, 21.61607)  -0.185
O (5.43104, 8.14630, 20.23839)  -0.192
C (4.39234, 7.22106, 19.81029)  -0.173
H (4.06248, 5.14370, 20.60419)  0.080
H (5.60723, 5.48305, 19.81207)  0.109
H (6.42660, 5.91087, 21.91063)  0.072
H (4.96420, 6.01096, 22.66317)  0.078
H (6.64518, 8.07595, 21.89624)  0.100
H (4.86721, 8.47746, 22.15512)  0.125
H (4.36681, 7.30951, 18.73206)  0.102
H (3.36929, 7.56934, 20.28715)  0.143
C (11.00619, 3.56130, 22.96292)  -0.106
C (10.33002, 3.90272, 21.64537)  -0.237
C (8.86704, 4.33344, 21.79022)  -0.176
C (8.82013, 5.54881, 22.54457)  -0.266
N (8.88536, 6.52571, 23.09947)  0.233
H (12.06008, 3.19577, 22.91306)  0.083
H (10.31469, 2.84919, 23.44269)  0.071
H (11.06803, 4.44706, 23.67819)  0.092
H (10.30997, 3.08539, 20.99141)  0.074
H (10.90444, 4.72481, 21.21900)  0.121
H (8.12712, 3.67240, 22.25663)  0.113
H (8.44504, 4.51720, 20.81823)  0.099
C (9.58826, 8.91248, 26.17807)  -0.120
C (8.97281, 9.38977, 24.89068)  -0.270
C (7.43858, 9.32139, 24.95839)  -0.197
C (6.85642, 10.10599, 26.03033)  -0.237
N (6.37538, 10.82111, 26.81467)  0.152
H (9.44163, 7.83342, 26.37069)  0.086
H (9.27657, 9.45357, 27.07153)  0.069
H (10.63068, 9.17817, 26.10095)  0.065
H (9.26683, 8.65765, 24.15949)  0.048
H (9.26554, 10.44301, 24.62775)  0.132
H (7.05444, 8.28723, 25.06563)  0.115
H (7.09486, 9.75591, 24.04635)  0.099
C (-0.29604, 6.13792, 24.14290)  -0.099
C (1.05718, 6.79688, 24.46854)  -0.212
C (2.00378, 7.08548, 23.23204)  -0.153
C (1.22337, 7.70878, 22.20463)  -0.250
N (0.56254, 8.21354, 21.38194)  0.159
H (-0.85153, 6.50122, 23.29229)  0.063
H (-0.92275, 6.23249, 25.07495)  0.094
H (-0.20998, 5.08931, 23.94228)  0.032
H (1.61591, 6.14058, 25.19123)  0.122
H (0.87362, 7.65644, 25.02965)  0.066
H (2.45099, 6.18140, 22.78324)  0.094
H (2.92336, 7.71981, 23.53531)  0.118
C (1.18907, 6.46072, 17.71047)  -0.120
C (1.93737, 5.38622, 18.36399)  -0.230
C (2.56506, 4.29563, 17.31524)  -0.128
C (3.36113, 3.26584, 17.99082)  -0.210
N (3.79763, 2.33422, 18.56564)  0.143
H (0.28510, 6.07595, 17.19838)  0.094
H (1.78351, 6.99075, 16.98994)  0.060
H (0.89402, 7.16125, 18.47375)  0.058
H (1.33452, 4.81712, 19.10945)  0.117
H (2.81379, 5.85619, 18.84535)  0.058
H (3.10727, 4.75958, 16.50722)  0.089
H (1.76691, 3.68059, 16.90754)  0.114
C (7.77558, 11.19221, 20.42568)  -0.080
C (8.66863, 10.00662, 20.85757)  -0.228
C (8.48211, 8.74846, 19.88668)  -0.169
C (9.18888, 8.98661, 18.58708)  -0.235
N (9.51824, 9.11568, 17.48002)  0.136
H (8.13539, 11.48999, 19.44063)  0.070
H (7.99775, 11.93826, 21.19466)  0.075
H (6.75184, 10.79796, 20.38236)  0.066
H (8.44578, 9.56061, 21.82317)  0.066
H (9.75460, 10.29840, 20.77584)  0.122
H (7.48117, 8.49577, 19.60915)  0.065
H (9.01256, 7.89052, 20.34160)  0.107

Output
orbital gap: 9.791 eV
LUMO: 0.529 eV
total charge: 0
SMILES: CN(C)C=O.CN(C)C=O.CN(C)C=O.C1CCOC1.C1CCOC1.C1CCOC1.C1CCOC1.CCCC#N.CCCC#N.CCCC#N.CCCC#N.CCCC#N